The following is a quantum chemistry calculation of a molecular structure, C26H50NP3SZr, from the Open Molecules 2025 dataset.

```
82
Properties=species:S:1:pos:R:3:lowdin_charge:R:1
Zr -0.22 0.57 0.74 1.001
P 0.00 -1.25 -1.19 0.753
P 2.20 1.26 -0.08 0.756
P -3.13 0.07 0.48 0.847
H -1.65 6.43 0.23 0.053
C -2.43 6.16 0.95 -0.033
C -2.06 5.56 2.09 -0.143
H -0.99 5.44 2.31 0.024
C -0.47 -0.60 -2.85 -0.215
C 1.68 -1.88 -1.60 -0.235
C -0.87 -2.85 -1.17 -0.226
C 2.78 2.79 0.72 -0.231
C 3.75 0.32 0.14 -0.233
C 2.23 1.79 -1.85 -0.212
C -4.59 0.81 1.23 -0.148
C -2.87 -1.40 1.48 -0.180
C -3.66 -0.45 -1.16 -0.180
H -3.46 6.49 0.73 0.080
H -2.78 5.34 2.89 0.068
H -0.18 -1.34 -3.60 0.087
H 0.07 0.34 -3.04 0.042
H -1.55 -0.42 -2.91 0.035
H 1.57 -2.78 -2.22 0.082
H 2.24 -2.14 -0.70 0.004
H 2.25 -1.14 -2.18 0.053
H -0.44 -3.49 -1.95 0.083
H -1.94 -2.74 -1.37 0.035
H -0.74 -3.35 -0.20 0.040
H 3.85 2.93 0.52 0.086
H 2.61 2.73 1.80 0.062
H 2.23 3.65 0.33 0.014
H 4.56 0.82 -0.41 0.086
H 3.67 -0.72 -0.20 0.014
H 4.01 0.32 1.21 0.065
H 3.17 2.33 -2.05 0.088
H 1.38 2.46 -2.06 0.037
H 2.17 0.93 -2.54 0.030
H -5.45 0.56 0.60 0.089
H -4.44 1.90 1.25 0.080
H -4.73 0.39 2.23 0.084
H -3.76 -1.58 2.09 0.103
H -2.06 -1.23 2.19 0.002
H -2.65 -2.31 0.90 0.068
H -4.76 -0.47 -1.13 0.090
H -3.31 -1.46 -1.38 0.044
H -3.34 0.27 -1.92 0.069
C -0.53 3.87 -0.02 -0.692
C -1.23 3.64 -1.23 -0.122
C -0.82 4.33 -2.38 -0.056
C 0.24 5.25 -2.33 -0.027
C 0.83 5.58 -1.11 -0.025
C 0.44 4.90 0.05 -0.161
S -0.87 2.98 1.43 0.696
H -2.17 1.25 0.46 -0.071
H -2.08 2.94 -1.25 0.093
H -1.32 4.16 -3.33 0.125
H 0.60 5.68 -3.25 0.129
H 1.59 6.36 -1.03 0.138
H 0.89 5.11 1.02 0.121
C 3.05 -3.21 3.47 0.040
N 2.81 -3.16 2.00 -0.183
C 3.75 -4.08 1.29 0.035
C 1.34 -3.42 1.64 -0.072
C 0.47 -2.39 2.31 -0.259
C -0.43 -2.82 3.28 0.007
C -1.03 -1.89 4.15 -0.030
C -0.65 -0.56 4.10 -0.020
C 0.22 -0.10 3.06 -0.219
C 0.56 -1.01 2.03 -0.278
H 2.74 -4.19 3.83 0.130
H 2.50 -2.41 3.98 0.109
H 4.12 -3.07 3.65 0.126
H 3.01 -2.18 1.69 0.152
H 3.53 -5.10 1.64 0.130
H 3.58 -4.01 0.20 0.107
H 4.78 -3.79 1.53 0.130
H 1.27 -3.46 0.55 0.098
H 1.14 -4.45 1.99 0.157
H -0.65 -3.89 3.36 0.151
H -1.77 -2.25 4.87 0.150
H -1.01 0.14 4.86 0.145
H 0.76 0.84 3.23 0.125
```

As for the HOMO energy (alpha / beta): -0.6668 / -0.6668 Eh. The energy above the lowest of the compared OMol25 structures with the same formula, charge and spin comes out at 0.00 kJ/mol. The charge is +4.

The following is a quantum chemistry calculation of 8 unconnected molecules or ions with the total composition C26H50O11S, from the Open Molecules 2025 dataset.

```
88
Properties=species:S:1:pos:R:3:lowdin_charge:R:1
C 1.87 5.85 -2.13 -0.006
C 0.37 5.96 -1.78 -0.215
C -0.59 5.63 -2.96 -0.137
O -1.39 4.61 -2.51 0.047
C -1.02 4.18 -1.25 -0.538
O -1.66 3.31 -0.64 0.098
O 0.07 4.77 -0.93 0.086
H 1.88 4.84 -2.55 0.089
H 2.34 5.73 -1.15 0.079
H 2.38 6.60 -2.73 0.093
H 0.09 6.89 -1.27 0.151
H -0.21 5.39 -3.95 0.139
H -1.19 6.55 -2.99 0.127
O 0.98 -5.88 -3.00 -0.338
S 1.03 -4.45 -2.85 0.694
O 1.45 -3.81 -1.60 -0.357
C 1.89 -3.66 -4.35 -0.197
C 0.97 -2.48 -4.76 -0.200
C -0.50 -3.05 -4.64 -0.179
C -0.64 -3.73 -3.22 -0.212
H 1.75 -4.37 -5.16 0.091
H 2.97 -3.55 -4.23 0.098
H 1.13 -1.60 -4.14 0.105
H 1.23 -2.18 -5.78 0.107
H -0.70 -3.95 -5.22 0.108
H -1.16 -2.22 -4.91 0.096
H -1.39 -4.43 -2.84 0.091
H -0.63 -2.98 -2.43 0.061
C -4.07 -5.56 -0.12 -0.024
C -2.93 -5.70 0.95 -0.422
C -1.56 -5.20 0.51 -0.021
O -3.12 -6.02 2.13 0.038
H -3.64 -5.19 -1.05 0.032
H -4.78 -4.76 0.07 0.070
H -4.59 -6.47 -0.43 0.075
H -1.19 -5.54 -0.45 0.073
H -0.85 -5.40 1.32 0.084
H -1.70 -4.12 0.55 0.079
C 4.01 1.17 -0.75 -0.033
C 5.28 0.42 -0.39 -0.414
C 5.24 -1.12 -0.22 -0.019
O 6.29 1.10 -0.11 0.015
H 3.14 0.84 -0.19 0.049
H 3.92 1.20 -1.84 0.079
H 4.12 2.25 -0.64 0.070
H 5.13 -1.76 -1.10 0.072
H 4.41 -1.42 0.42 0.076
H 6.12 -1.58 0.23 0.075
C -5.55 -1.32 -1.35 -0.011
C -4.28 -1.95 -2.00 -0.433
C -3.90 -1.34 -3.31 -0.027
O -3.63 -2.91 -1.58 0.025
H -5.30 -1.17 -0.30 0.074
H -6.46 -1.92 -1.29 0.086
H -5.74 -0.27 -1.60 0.074
H -2.96 -0.81 -3.22 0.082
H -4.63 -0.60 -3.65 0.078
H -3.75 -2.18 -3.98 0.089
C -0.50 1.50 6.28 -0.018
C 0.21 0.82 7.43 -0.501
C 0.96 1.75 8.28 -0.045
O 0.11 -0.32 7.85 0.063
H -1.43 1.01 5.98 0.080
H 0.15 1.69 5.43 0.072
H -0.95 2.41 6.70 0.083
H 1.48 1.28 9.12 0.090
H 0.27 2.51 8.64 0.087
H 1.59 2.43 7.71 0.085
C -1.10 0.54 1.99 0.007
C -0.13 0.29 0.72 -0.393
C -0.75 -0.49 -0.44 -0.017
O 1.09 0.57 0.80 0.003
H -1.36 1.55 1.69 0.063
H -0.50 0.47 2.89 0.068
H -2.02 -0.05 1.97 0.070
H -1.80 -0.22 -0.53 0.070
H -0.75 -1.51 -0.05 0.088
H -0.29 -0.34 -1.42 0.081
C 3.03 2.42 3.11 -0.017
C 2.00 3.54 3.46 -0.437
C 1.33 4.18 2.24 -0.015
O 1.92 3.85 4.65 0.020
H 3.58 2.20 4.03 0.080
H 3.66 2.70 2.27 0.072
H 2.44 1.56 2.79 0.060
H 0.35 3.72 2.15 0.080
H 1.92 3.99 1.34 0.068
H 1.13 5.25 2.30 0.083
```

As for the HOMO energy: -0.3392 Eh. Its structure (SMILES) is C[C@H]1COC(=O)O1.O=S1(=O)CCCC1.CC(C)=O.CC(C)=O.CC(C)=O.CC(C)=O.CC(C)=O.CC(C)=O.

The following is a quantum chemistry calculation of a molecular structure, C26H50OOsP2Si, from the Open Molecules 2025 dataset.

```
81
Properties=species:S:1:pos:R:3:lowdin_spin:R:1
Os 1.13 -1.69 -0.06 1.018
C -1.01 -1.12 2.19 0.012
C -0.60 -2.09 1.13 -0.022
C 1.03 -1.95 2.92 -0.019
C -0.05 -1.13 3.24 -0.009
C 0.78 -2.63 1.59 0.042
C -2.32 -0.45 2.28 0.008
H -2.88 -0.65 1.36 0.001
H -2.19 0.64 2.39 0.003
H -2.92 -0.80 3.14 0.001
C -0.18 -0.41 4.55 -0.001
H -1.24 -0.24 4.80 0.000
H 0.32 0.57 4.51 -0.001
H 0.28 -0.98 5.37 0.000
C 2.12 -2.29 3.85 -0.002
H 1.70 -2.51 4.86 -0.001
H 2.83 -1.46 3.96 -0.001
H 2.68 -3.18 3.51 0.000
C 0.91 -4.16 1.78 0.018
H 0.86 -4.45 2.83 0.000
H 1.89 -4.47 1.42 0.001
H 0.11 -4.71 1.27 0.000
C -1.60 -3.11 0.62 -0.009
H -1.88 -3.80 1.44 -0.004
H -1.15 -3.69 -0.20 -0.002
H -2.54 -2.63 0.28 0.002
C -2.73 2.67 -0.25 0.737
C -3.39 2.08 -1.34 0.732
C -3.74 0.63 -1.47 0.119
C -2.57 -0.38 -1.44 0.088
C -1.17 0.17 -1.43 0.350
C -0.36 1.39 -1.51 0.241
C -0.28 2.76 -0.89 0.073
C -1.54 3.57 -0.51 0.109
H -4.19 0.51 -2.47 0.001
H -2.56 -1.01 -2.36 0.015
H -4.42 0.33 -0.68 0.026
H -1.76 4.25 -1.32 0.020
H -3.16 2.63 0.73 0.054
H -3.57 2.71 -2.24 0.050
H -1.33 4.13 0.41 0.002
H 0.34 2.64 0.04 0.015
H 0.74 1.09 -1.39 0.015
H 0.35 3.39 -1.55 0.003
H -2.72 -1.15 -0.67 0.020
H -0.52 -0.83 -1.42 0.022
P -0.57 0.80 -3.26 0.176
C -0.48 2.49 -3.95 0.077
C -1.90 0.24 -4.42 0.052
P 1.46 -1.46 -2.28 -0.018
C 0.90 -0.15 -3.62 0.005
C 0.87 -2.89 -3.39 -0.015
C 3.18 -1.39 -3.08 -0.009
H 0.33 3.09 -3.49 0.000
H -1.45 2.97 -3.75 0.004
H -0.33 2.43 -5.04 0.007
H -1.55 0.55 -5.42 0.002
H -2.84 0.77 -4.20 0.002
H -2.05 -0.85 -4.42 0.001
H 3.14 -1.01 -4.12 -0.001
H 3.64 -2.39 -3.13 0.000
H 3.83 -0.72 -2.51 0.000
H 1.71 0.57 -3.82 0.000
H 0.71 -0.64 -4.59 0.000
H 1.49 -3.78 -3.20 0.000
H 0.96 -2.65 -4.47 -0.001
H -0.17 -3.14 -3.19 0.000
C 0.58 2.50 2.84 0.001
Si 2.09 1.52 2.13 0.000
C 3.22 2.87 1.38 -0.003
C 3.05 1.09 3.75 0.002
O 1.68 0.36 1.06 -0.013
H 0.82 2.89 3.84 0.000
H -0.31 1.86 2.92 0.000
H 0.35 3.34 2.19 0.001
H 3.82 3.36 2.16 0.000
H 3.90 2.41 0.66 0.000
H 2.62 3.64 0.87 0.000
H 2.41 0.78 4.59 0.000
H 3.80 0.32 3.60 0.000
H 3.57 2.00 4.10 0.000
```

The spin multiplicity is 5. The expectation value of S² is 6.3600. As for the HOMO energy (alpha / beta): -0.4284 / -0.5114 Eh. The energy above the lowest of the compared OMol25 structures with the same formula, charge and spin comes out at 778.26 kJ/mol. The charge is +2.

Computed total energy (hartree) in order:
-2543.17631, -2246.36091, -2157.83167
Computed largest force on an atom (eV Å⁻¹) in order:
2.48, 4.88, 6.99